Entry 1:
Density functional theory data (the ωB97M-V functional and the def2-TZVPD basis) for C39H47AsBIrN8 as an isolated structure in a non-equilibrium geometry.

Calculated values
E_tot (eV): -117458.5733
Total charge: +3
2S+1: 2

```
97
Properties=species:S:1:pos:R:3:forces:R:3:lowdin_spin:R:1
Ir 0.3446 -0.1658 0.1655 -0.21 0.77 0.68 0.37
C 2.3565 -4.6939 2.4035 -0.01 0.00 -0.02 0.00
C 2.0306 -3.2451 2.3066 -0.03 0.03 0.17 0.00
C 2.2987 -2.2136 3.2120 -0.10 -0.13 -0.08 0.00
C 1.7218 -1.0771 2.6583 0.03 0.11 0.14 0.00
N 1.1816 -1.4095 1.4888 0.27 -0.54 -0.53 0.03
N 1.3405 -2.7221 1.2719 0.12 0.06 0.03 0.00
B 0.6965 -3.2427 -0.0307 -0.03 0.00 0.17 0.00
N -0.7768 -2.8636 -0.0405 0.02 0.01 -0.14 0.00
N -1.2026 -1.6034 0.3154 -0.10 -0.08 -0.09 0.01
C -2.5530 -1.6962 0.4429 0.09 -0.01 0.18 0.00
C -2.9666 -2.9649 0.0634 -0.01 -0.03 0.01 0.00
C -1.8233 -3.6845 -0.2193 -0.03 0.00 0.08 0.01
C -1.6972 -5.1202 -0.5914 0.01 0.00 -0.02 0.00
C -3.4525 -0.7884 1.1660 0.00 0.02 -0.03 0.00
C -4.7652 -0.6312 0.7162 0.00 0.03 0.01 0.00
C -5.6946 0.0313 1.5012 0.01 0.01 -0.01 0.00
C -5.3308 0.5151 2.7534 0.00 0.00 0.00 0.00
C -4.0377 0.3291 3.2205 0.02 0.03 0.01 0.00
C -3.0993 -0.3210 2.4306 -0.02 0.04 -0.05 0.00
N 1.3593 -2.4623 -1.1840 -0.22 0.24 -0.09 0.00
N 1.1697 -1.1144 -1.3691 0.01 -0.17 -0.09 0.20
C 1.9431 -0.7689 -2.5131 0.05 -0.06 -0.16 0.04
C 2.5201 -1.9289 -2.9738 0.05 0.00 -0.02 0.01
C 2.1504 -2.9645 -2.1299 0.09 -0.08 -0.04 0.07
C 2.5373 -4.3942 -2.2111 0.01 0.02 -0.03 0.01
C 2.1269 0.5076 -3.2163 0.02 -0.06 0.07 0.01
C 2.9323 0.5016 -4.3702 0.04 0.01 -0.04 0.01
C 3.1479 1.6510 -5.1016 0.01 -0.02 -0.01 0.00
C 2.5600 2.8471 -4.7125 0.00 0.01 0.00 0.03
C 1.7603 2.8729 -3.5809 -0.02 -0.02 0.04 0.00
C 1.5532 1.7173 -2.8438 -0.11 0.05 -0.02 0.02
C 1.4666 0.3001 3.0416 0.05 -0.09 0.21 0.01
C 2.2741 1.0281 3.9008 -0.03 0.01 -0.02 0.00
C 1.9596 2.3520 4.1754 -0.01 0.00 -0.01 0.01
C 0.8381 2.9488 3.6048 -0.05 0.04 0.02 0.00
C 0.0227 2.2287 2.7482 0.00 -0.02 0.07 0.00
C 0.3317 0.9012 2.4674 0.11 0.16 -0.32 0.01
H 2.9106 -4.8874 3.3182 0.00 0.00 0.00 0.00
H 2.9653 -5.0201 1.5601 0.00 0.00 0.00 0.00
H 1.4483 -5.2968 2.4196 0.00 0.00 0.00 0.00
H 2.7833 -2.3079 4.1688 0.03 -0.02 -0.02 0.00
H 0.8586 -4.4075 -0.1601 0.01 0.01 -0.04 0.00
H -3.9733 -3.3436 0.1078 0.00 0.00 0.00 0.00
H -2.6855 -5.5702 -0.6338 0.00 0.00 -0.01 0.00
H -1.1023 -5.6703 0.1371 -0.01 0.00 0.00 0.00
H -1.2295 -5.2350 -1.5698 0.00 0.00 0.00 0.00
H -5.0579 -1.0356 -0.2454 0.00 0.00 -0.01 0.00
H -6.7104 0.1508 1.1486 0.00 0.00 0.00 0.00
H -6.0661 1.0059 3.3771 0.00 0.00 0.00 0.00
H -3.7693 0.6601 4.2156 0.00 0.00 0.00 0.00
H -2.1210 -0.5488 2.8365 -0.02 -0.02 0.03 0.00
H 3.1526 -2.0488 -3.8323 -0.02 -0.02 0.00 0.00
H 3.2471 -4.5376 -3.0215 -0.01 0.01 -0.01 0.00
H 1.6631 -5.0192 -2.4004 0.00 -0.01 0.01 0.01
H 2.9925 -4.7340 -1.2808 -0.01 0.00 0.00 0.00
H 3.4028 -0.4021 -4.7219 0.01 0.02 0.01 0.00
H 3.7703 1.6114 -5.9849 0.00 0.00 0.00 0.00
H 2.7151 3.7470 -5.2921 0.00 0.00 0.00 0.00
H 1.2893 3.8050 -3.2993 -0.01 0.01 0.04 0.00
H 0.9255 1.7346 -1.9726 -0.07 -0.02 0.00 0.00
H 3.1492 0.5685 4.3415 -0.01 0.00 0.01 0.00
H 2.5870 2.9222 4.8478 0.00 0.00 0.01 0.00
H 0.5841 3.9700 3.8564 0.01 0.01 0.00 0.00
H -0.8775 2.6781 2.3593 -0.01 0.00 -0.06 0.00
H -0.4642 0.2672 2.0083 -0.21 -0.01 0.22 0.00
C -3.2449 3.0981 1.2975 -0.03 -0.02 -0.02 0.00
C -3.1122 2.2633 0.0362 0.09 0.02 -0.07 0.00
As -1.3448 1.7701 -0.6684 0.37 -0.27 -0.15 0.06
C -1.8677 1.2574 -2.4883 -0.03 0.18 0.08 0.02
C -2.9810 0.2199 -2.5323 0.03 -0.03 -0.03 0.00
C -0.5980 3.5776 -0.9241 -0.13 -0.02 -0.09 0.01
C -0.1489 4.4436 0.2499 -0.05 0.03 0.00 0.00
H -4.3092 3.2456 1.4843 0.00 0.01 0.01 0.00
H -2.8023 4.0857 1.2007 0.02 -0.01 0.01 0.00
H -2.8460 2.5932 2.1726 -0.03 -0.01 0.04 0.00
H -3.4663 2.8309 -0.8321 -0.03 -0.01 0.02 0.00
H -3.7030 1.3608 0.0955 -0.02 -0.06 0.02 0.00
H -0.9852 0.9088 -3.0170 0.10 -0.01 -0.01 0.00
H -2.1749 2.1990 -2.9525 -0.02 -0.04 -0.03 0.00
H -2.6738 -0.7224 -2.0759 0.00 0.00 0.01 0.00
H -3.2316 0.0141 -3.5729 -0.01 0.00 0.00 0.00
H -3.8890 0.5663 -2.0412 -0.01 -0.01 0.00 0.00
H -1.4315 4.0676 -1.4366 0.03 0.00 -0.02 0.00
H 0.1904 3.4920 -1.6622 0.03 0.01 -0.03 0.00
H -0.9864 4.8246 0.8264 -0.01 -0.01 0.01 0.00
H 0.3803 5.3131 -0.1430 0.00 0.00 0.01 0.00
H 0.5119 3.9336 0.9465 0.01 0.03 0.00 0.00
N 3.8068 2.3165 -0.0022 0.02 -0.02 0.02 0.00
C 4.3795 1.0764 0.1309 0.00 0.03 0.01 0.00
C 3.3485 0.2033 0.2222 0.02 0.03 -0.05 0.00
N 2.1536 0.9085 0.1450 -0.04 -0.17 -0.15 0.00
C 2.4792 2.1815 0.0019 -0.05 0.06 0.12 0.00
H 4.3008 3.1924 -0.0916 0.01 -0.01 -0.01 0.00
H 5.4445 0.9266 0.1522 0.00 0.00 0.00 0.00
H 3.3866 -0.8664 0.3280 -0.01 0.00 0.02 0.00
H 1.8022 3.0070 -0.1037 -0.01 -0.03 0.01 0.00
```
Positions in Å, forces in eV/Å.

Entry 2:
Density functional theory data (the ωB97M-V functional and the def2-TZVPD basis) for C39H47BCaN9S7 as an isolated structure.

Calculated values
E_tot (eV): -149590.7629
Total charge: -1

```
104
Properties=species:S:1:pos:R:3:forces:R:3:mulliken_charge:R:1
Ca -0.0085 -0.2999 -0.5732 0.13 0.06 -0.03 0.89
C -4.4229 0.1605 1.0020 0.00 0.00 0.00 -1.14
C -4.0026 -1.1083 1.7466 -0.02 -0.02 0.01 1.58
C -5.1311 -1.6132 2.6530 0.01 0.00 0.00 -1.82
C -3.7161 -2.1984 0.7195 0.01 0.00 0.00 -2.30
N -2.8459 -0.7525 2.6304 0.02 0.05 -0.04 0.47
C -3.0496 0.1653 3.6520 -0.03 -0.04 0.01 -0.14
C -1.8586 0.4242 4.2067 0.03 -0.01 0.02 -1.50
N -0.9038 -0.3089 3.5374 0.02 0.06 -0.08 -0.22
B 0.5809 0.0660 3.7977 0.01 -0.01 0.02 0.80
N 1.5772 -1.0317 3.3417 0.05 0.03 0.03 0.36
C 1.7186 -2.1574 4.1219 -0.02 0.00 -0.01 -1.64
C 2.5259 -3.0128 3.4792 -0.01 -0.01 -0.03 -0.22
N 2.8995 -2.4152 2.2809 0.01 0.03 0.02 0.63
C 2.3006 -1.1881 2.2069 -0.09 -0.07 0.04 -0.76
S 2.4450 -0.0415 0.9554 0.13 -0.09 -0.07 0.72
C 3.7958 -3.1690 1.3490 0.02 -0.02 0.01 1.51
C 5.0765 -3.5024 2.1215 0.01 0.00 0.00 -1.84
C 4.1959 -2.4332 0.0719 -0.05 0.01 0.04 -1.89
C 3.0602 -4.4509 0.9502 0.00 0.00 -0.01 -1.43
N 0.9544 1.4641 3.2351 0.00 0.00 -0.06 -0.03
C 2.1087 2.0523 3.7075 0.00 -0.03 0.01 -1.57
C 2.3927 3.1046 2.9277 -0.03 0.04 0.00 0.06
N 1.3954 3.1922 1.9648 0.00 0.03 0.02 0.51
C 0.5262 2.1574 2.1500 0.03 -0.04 0.03 0.12
S -0.8565 1.7907 1.2173 -0.01 0.04 0.00 -0.21
C 1.5099 4.2274 0.8883 0.02 0.01 -0.02 1.57
C 2.7259 3.8659 0.0351 -0.01 -0.03 -0.02 -1.45
C 0.2922 4.3525 -0.0225 0.00 0.00 0.00 -2.32
C 1.7091 5.5828 1.5763 0.01 -0.01 0.00 -1.91
C -1.5102 -1.0219 2.5584 -0.05 -0.03 0.11 0.20
S -0.7167 -2.1296 1.5169 -0.06 -0.05 0.00 -0.14
H -5.2756 -0.0669 0.3593 -0.01 0.00 0.01 0.49
H -3.6117 0.5255 0.3687 0.01 0.00 0.00 -0.01
H -4.7109 0.9576 1.6895 0.00 0.00 0.00 0.36
H -5.9860 -1.8854 2.0336 0.00 0.00 0.00 0.45
H -5.4679 -0.8621 3.3665 0.00 0.00 0.00 0.41
H -4.8078 -2.4972 3.2054 0.00 0.00 0.00 0.40
H -4.6610 -2.4008 0.2096 -0.01 0.00 0.00 0.61
H -3.3581 -3.1168 1.1808 0.00 0.01 -0.01 0.42
H -2.9921 -1.8810 -0.0246 0.01 0.00 -0.01 0.52
H -4.0192 0.5583 3.8881 0.00 0.01 -0.01 0.50
H -1.5915 1.0852 5.0119 0.00 0.01 -0.01 0.53
H 0.7038 0.1454 5.0036 -0.01 -0.01 0.00 -0.23
H 1.2134 -2.2494 5.0666 0.00 0.00 0.00 0.58
H 2.8619 -3.9915 3.7639 0.00 0.01 0.01 0.53
H 5.5499 -2.5862 2.4770 0.00 0.00 0.00 0.33
H 5.7733 -4.0128 1.4559 0.00 -0.01 0.01 0.47
H 4.8916 -4.1526 2.9773 0.00 0.01 0.00 0.41
H 4.7472 -1.5202 0.2814 0.00 0.03 -0.01 0.33
H 3.3449 -2.1809 -0.5571 0.00 0.02 0.00 0.15
H 4.8488 -3.1116 -0.4833 -0.01 -0.01 0.00 0.70
H 2.7617 -5.0403 1.8175 0.01 -0.02 -0.01 0.39
H 3.7129 -5.0633 0.3261 0.00 0.00 0.00 0.49
H 2.1658 -4.2058 0.3784 0.00 0.00 0.03 0.15
H 2.6361 1.6484 4.5536 0.00 0.00 0.00 0.55
H 3.2138 3.7940 2.9716 0.00 -0.01 -0.01 0.44
H 2.5994 2.8797 -0.4160 0.01 0.00 0.00 0.28
H 3.6466 3.8528 0.6188 0.01 0.00 0.01 0.23
H 2.8416 4.5983 -0.7660 0.00 0.00 0.00 0.59
H 0.1248 3.4667 -0.6266 0.00 0.02 0.00 0.46
H 0.4945 5.1923 -0.6917 0.00 0.01 0.01 0.54
H -0.6203 4.5580 0.5332 -0.01 -0.01 0.00 0.46
H 2.6180 5.6230 2.1757 0.00 0.01 -0.01 0.42
H 0.8570 5.8106 2.2189 0.00 0.00 0.00 0.42
H 1.7834 6.3581 0.8133 0.00 0.00 0.00 0.44
C 0.1196 -3.6863 -1.2847 -0.04 0.04 0.02 -0.65
C -1.0160 -3.1747 -2.1249 0.03 0.01 0.00 0.43
C -1.7140 -4.1157 -2.9209 0.00 -0.01 0.00 -1.00
C -2.7370 -3.6915 -3.7029 0.00 0.01 0.00 -1.05
C -3.0879 -2.3222 -3.7238 0.03 -0.01 0.04 1.32
C -4.1345 -1.8541 -4.5448 -0.02 0.02 -0.01 -0.86
C -4.4347 -0.5201 -4.5394 0.00 -0.02 0.00 -0.65
C -3.7168 0.3654 -3.7259 0.02 -0.01 0.03 -0.57
C -2.6820 -0.0384 -2.8940 -0.04 0.02 -0.04 0.96
S -1.8844 1.1447 -1.8990 -0.12 -0.01 0.03 -0.69
C -2.3511 -1.4367 -2.8979 -0.04 -0.04 -0.02 -1.42
N -1.3293 -1.8993 -2.1024 0.00 -0.05 -0.04 0.77
H 0.7331 -4.3707 -1.8732 0.01 0.01 0.02 0.53
H -0.2636 -4.2215 -0.4130 -0.02 -0.01 0.01 0.43
H 0.7717 -2.8850 -0.9430 0.01 -0.01 -0.01 -0.44
H -1.4092 -5.1541 -2.8950 -0.01 0.00 0.00 0.53
H -3.2910 -4.3831 -4.3282 0.00 -0.01 0.00 0.37
H -4.6736 -2.5593 -5.1660 0.00 0.00 0.00 0.35
H -5.2311 -0.1359 -5.1659 0.00 0.00 0.00 0.35
H -3.9671 1.4185 -3.7323 0.00 0.00 0.00 0.45
S 7.1063 0.6358 -3.9944 0.01 0.07 0.07 -0.39
C 5.5696 0.4736 -3.3637 0.01 -0.09 -0.08 0.26
S 4.3848 -0.5917 -4.0421 -0.02 0.00 0.08 -0.17
C 3.2413 -0.1983 -2.7626 0.04 -0.08 -0.11 -0.01
N 3.7137 0.6745 -1.9304 0.01 0.06 -0.02 -0.24
N 5.0092 1.0477 -2.2801 -0.09 0.01 -0.04 0.44
C 5.6647 1.9187 -1.3643 0.06 0.01 0.08 -0.14
C 5.4840 1.6989 -0.0050 0.03 -0.03 0.02 0.37
C 6.1155 2.5251 0.9111 -0.01 -0.01 0.01 -0.71
C 6.9169 3.5730 0.4792 -0.02 -0.02 -0.01 -0.55
C 7.0759 3.7928 -0.8818 0.01 0.02 -0.03 -0.64
C 6.4539 2.9704 -1.8097 -0.04 0.01 0.01 -0.51
S 1.7114 -0.9725 -2.7679 0.06 0.14 0.00 -0.40
H 4.8284 0.9053 0.3292 -0.02 -0.01 -0.02 0.19
H 5.9678 2.3434 1.9689 0.00 0.01 0.01 0.42
H 7.4099 4.2170 1.1968 0.00 0.00 0.00 0.40
H 7.6900 4.6124 -1.2332 0.00 0.00 0.01 0.37
H 6.5828 3.1382 -2.8674 -0.01 -0.02 -0.02 0.44
```
Positions in Å, forces in eV/Å.

Entry 3:
Density functional theory data (the ωB97M-V functional and the def2-TZVPD basis) for C39H47BF7N6O8PSScSe as an isolated structure in a non-equilibrium geometry.

Calculated values
E_tot (eV): -192400.7832
Total charge: -1

```
112
Properties=species:S:1:pos:R:3:forces:R:3:mulliken_charge:R:1
Sc -1.0812 0.0378 0.3116 -0.61 -1.17 0.82 -0.04
C 1.0032 -4.0726 0.2042 0.09 0.01 0.08 -0.46
C 1.8594 -3.8401 1.4217 0.02 -0.08 -0.06 0.35
C 1.8545 -4.7831 2.4473 -0.01 0.02 -0.01 -0.64
C 2.6047 -4.6102 3.6003 -0.02 -0.01 -0.04 -1.02
C 3.3873 -3.4752 3.7255 0.02 -0.04 0.02 -0.79
C 3.4300 -2.5124 2.7236 0.08 0.07 -0.05 1.25
C 4.3548 -1.3298 2.8939 -0.07 -0.10 -0.02 -1.40
C 2.6491 -2.6866 1.5686 0.19 0.07 -0.05 -0.74
N 2.6323 -1.6342 0.6140 -0.11 0.00 0.43 1.45
C 3.4292 -1.6109 -0.3653 0.13 0.00 -0.22 0.55
C 4.3889 -2.7291 -0.6993 -0.04 0.04 0.01 -2.40
C 3.4918 -0.3741 -1.2520 0.16 -0.09 -0.20 0.94
C 4.7089 -0.2434 -2.1408 0.00 -0.01 0.04 -2.16
N 2.5610 0.4749 -1.2110 0.00 -0.11 0.29 1.24
C 2.5838 1.6793 -1.9465 0.04 0.10 0.18 -1.60
C 3.2284 2.7984 -1.4023 0.09 -0.02 0.12 1.22
C 4.0229 2.7219 -0.1187 -0.12 0.04 -0.07 -1.13
C 3.0974 4.0234 -2.0488 0.02 0.01 -0.02 -0.83
C 2.3647 4.1457 -3.2172 -0.04 -0.09 0.00 -1.06
C 1.7734 3.0154 -3.7652 0.05 0.07 0.00 -0.65
C 1.8736 1.7748 -3.1476 -0.08 -0.13 -0.14 1.25
C 1.2235 0.5621 -3.7690 0.12 0.14 0.08 -0.89
H 0.5758 -5.0752 0.2339 0.01 0.03 0.00 0.51
H 1.5659 -3.9552 -0.7204 -0.01 0.02 0.00 0.15
H 0.1756 -3.3610 0.1609 -0.02 0.02 -0.07 -0.31
H 1.2393 -5.6686 2.3261 0.03 0.03 0.01 0.40
H 2.5875 -5.3600 4.3831 -0.01 0.06 -0.03 0.39
H 3.9951 -3.3295 4.6138 -0.04 0.00 -0.04 0.46
H 4.1894 -0.8498 3.8590 0.00 0.01 0.00 0.49
H 4.2091 -0.5859 2.1157 -0.01 0.04 0.01 -0.32
H 5.3981 -1.6575 2.8617 -0.03 0.01 -0.02 0.48
H 4.1846 -3.6021 -0.0844 0.00 -0.02 0.00 0.51
H 5.4225 -2.4185 -0.5225 -0.04 -0.01 -0.05 0.40
H 4.2993 -3.0077 -1.7516 0.01 0.03 0.05 0.47
H 4.7325 -1.0394 -2.8895 0.01 0.02 0.04 0.43
H 5.6322 -0.3095 -1.5583 -0.04 -0.01 -0.03 0.39
H 4.6867 0.7159 -2.6531 0.03 -0.01 -0.01 0.49
H 3.3919 3.0552 0.7100 0.06 -0.05 -0.08 0.01
H 4.8942 3.3764 -0.1750 0.01 0.00 -0.01 0.58
H 4.3636 1.7108 0.1007 0.05 -0.02 -0.03 0.06
H 3.5763 4.8942 -1.6124 -0.04 -0.04 -0.02 0.43
H 2.2536 5.1107 -3.6975 0.02 -0.04 0.01 0.39
H 1.2171 3.0902 -4.6949 0.03 0.00 0.02 0.43
H 1.1275 0.6966 -4.8479 -0.03 0.02 0.01 0.58
H 0.2244 0.3988 -3.3555 0.06 0.02 -0.03 -0.36
H 1.7937 -0.3486 -3.5831 -0.04 0.07 -0.05 0.31
O -0.7029 4.2502 -0.1445 0.14 -0.41 0.09 -0.70
Se -0.0031 3.1549 0.8019 -0.03 0.75 -0.09 0.70
O -0.9410 2.9252 2.2394 -0.05 -0.02 -0.06 -0.37
O 0.0087 1.6363 0.0866 0.68 1.27 0.24 -0.26
O 1.4535 3.5655 1.3569 -0.37 -0.22 -0.11 -0.66
F 1.1381 -1.9541 -1.9326 0.06 0.15 0.16 0.25
B 0.0323 -1.2808 -1.4931 -0.55 -0.52 -0.26 0.24
F -0.9574 -1.5839 -2.4152 0.22 -0.09 0.05 0.08
N -2.0996 -0.7453 3.3773 0.19 -0.04 -0.17 -0.12
C -1.1453 -1.0763 2.5152 0.19 -0.28 -0.27 -0.45
N -0.5373 -2.2344 2.7889 -0.06 0.24 -0.20 -0.18
S -2.4402 2.0492 2.0203 0.27 -0.16 -0.15 -0.37
H -2.3195 -1.3135 4.1816 -0.04 -0.04 0.15 0.21
H -2.5051 0.1793 3.2755 -0.08 0.18 0.00 0.05
H -0.7774 -2.8005 3.5887 0.04 -0.08 0.14 0.19
H 0.2167 -2.5686 2.2154 -0.05 0.04 0.05 -0.23
N 0.6857 2.4111 7.7806 0.04 0.00 -0.10 -0.56
C 0.9753 2.1932 6.6885 0.02 -0.03 -0.21 -0.14
C 1.3485 1.8876 5.3268 -0.01 0.08 0.29 -0.10
C 2.5988 2.2522 4.8243 0.02 0.06 0.16 -0.52
C 2.9113 1.9016 3.5346 0.10 -0.05 -0.11 -0.91
C 1.9845 1.1716 2.7955 -0.13 -0.09 -0.02 -0.54
N 0.7906 0.8227 3.2657 0.34 0.12 0.11 0.94
C 0.4739 1.1975 4.5007 -0.10 -0.10 -0.14 -0.26
H 3.2939 2.8030 5.4449 -0.02 0.01 -0.01 0.51
H 3.8526 2.1935 3.0867 -0.03 -0.03 0.01 0.52
H 2.2010 0.8609 1.7758 0.00 0.01 0.05 0.58
H -0.5250 0.9467 4.8449 0.05 -0.04 -0.01 0.43
C -2.5258 3.2985 -5.1669 -0.03 0.04 0.02 -1.57
C -1.9204 2.1846 -4.3447 0.02 0.00 0.07 0.33
O -2.9566 1.5567 -3.5678 0.02 0.15 -0.13 -0.31
P -2.5297 0.8785 -2.1445 -0.19 -0.24 0.21 0.19
O -3.8560 -0.0427 -1.9482 -0.18 0.03 -0.38 -0.21
C -4.1110 -1.1593 -2.8117 0.10 0.07 0.11 -0.05
C -5.6082 -1.2979 -2.9713 -0.02 0.04 0.10 -1.43
O -2.8345 1.9498 -1.0083 -0.25 0.42 -0.41 0.48
C -4.0355 2.7667 -0.9363 0.01 -0.25 0.06 -0.34
C -3.7502 4.1739 -1.3971 0.12 0.04 -0.13 -0.93
H -1.8178 3.6203 -5.9343 -0.03 0.01 0.03 0.42
H -2.7744 4.1587 -4.5459 -0.03 -0.02 -0.01 0.28
H -3.4364 2.9454 -5.6530 0.04 0.02 -0.05 0.30
H -1.1352 2.5708 -3.6869 -0.01 -0.02 -0.01 0.05
H -1.4749 1.4343 -5.0013 0.01 -0.07 0.03 0.33
H -3.6765 -2.0482 -2.3515 0.06 -0.02 -0.02 0.09
H -3.6298 -1.0033 -3.7803 0.00 0.00 -0.01 0.44
H -6.0693 -1.4965 -2.0001 0.00 0.01 -0.07 0.26
H -5.8495 -2.1201 -3.6502 0.02 0.04 0.05 0.38
H -6.0268 -0.3704 -3.3665 -0.02 -0.06 -0.03 0.30
H -4.3198 2.7567 0.1100 -0.01 -0.04 0.11 0.40
H -4.8135 2.2863 -1.5282 -0.07 -0.03 0.00 0.23
H -2.8259 4.5253 -0.9417 -0.02 0.04 0.06 0.09
H -4.5742 4.8286 -1.1001 0.03 -0.03 -0.04 0.42
H -3.6411 4.2174 -2.4839 -0.03 0.01 0.07 0.12
F -6.9684 -4.0102 1.8288 -0.05 -0.03 0.01 -0.35
C -5.8400 -3.4018 1.4283 -0.07 -0.07 0.02 0.70
C -5.7654 -2.0237 1.3762 -0.02 0.08 0.02 0.18
F -6.8296 -1.2914 1.7310 -0.02 0.02 0.01 -0.34
C -4.6017 -1.4046 0.9722 0.07 0.10 -0.04 -0.19
F -4.5621 -0.0660 0.9659 0.03 0.03 0.02 -0.27
C -3.4560 -2.1218 0.5842 0.11 0.32 -0.11 -0.41
O -2.3628 -1.5447 0.1861 -0.42 0.20 -0.04 1.76
C -3.5722 -3.5123 0.6570 0.01 -0.22 0.02 -0.04
F -2.5188 -4.2736 0.3192 0.02 -0.03 -0.02 -0.30
C -4.7327 -4.1410 1.0678 0.07 -0.08 -0.03 0.21
F -4.7860 -5.4806 1.1173 0.00 -0.03 0.00 -0.34
```
Positions in Å, forces in eV/Å.